## a
{"formula": "C2H3BrN2O", "method": "the ωB97M-V functional and the def2-TZVPD basis", "homo_energy_ev": [-8.768, -8.717], "gap_ev": [8.5, 7.7], "e_lumo_ev": [-0.30, -1.06], "symbols": ["C", "C", "N", "N", "O", "Br", "H", "H", "H"], "xyz": [[-0.12, 1.24, -1.15], [-0.87, 0.73, -0.18], [0.70, -1.17, 1.06], [1.16, -0.14, 0.84], [0.39, 2.32, -1.18], [-1.55, -0.95, -0.12], [0.04, 0.66, -2.17], [-1.35, 1.49, 0.48], [1.16, -1.88, 1.55]], "mulliken_charge": [0.18, -0.41, 0.02, -0.15, -0.48, -0.03, 0.28, 0.36, 0.22]}

## b
{"formula": "C2H3BrN2O", "method": "the ωB97M-V functional and the def2-TZVPD basis", "homo_energy_ev": -9.344, "gap_ev": 9.7, "e_lumo_ev": 0.35, "smiles": "C=NN=C=O.Br", "symbols": ["C", "N", "N", "C", "O", "H", "H", "Br", "H"], "xyz": [[-0.88, -0.46, -0.22], [-0.47, 0.80, -0.17], [-1.08, 2.06, -0.17], [-0.98, 3.28, -0.19], [-1.13, 4.45, -0.04], [-1.82, -0.87, -0.45], [0.03, -1.11, -0.06], [4.72, 0.43, -0.05], [5.59, 1.37, 0.34]], "mulliken_charge": [-0.22, -0.24, -0.13, 0.52, -0.44, 0.31, 0.21, -0.18, 0.18]}

## c
{"formula": "C2H3BrN2O", "method": "the ωB97M-V functional and the def2-TZVPD basis", "homo_energy_ev": -10.060, "gap_ev": 9.5, "e_lumo_ev": -0.58, "smiles": "[H]/N=N/[C@H](Br)C=O", "symbols": ["H", "N", "N", "C", "Br", "C", "O", "H", "H"], "xyz": [[0.47, -2.45, -0.90], [0.72, -1.51, -0.55], [-0.41, -1.12, -0.35], [-0.51, 0.10, 0.29], [-2.42, -0.01, 1.13], [-0.29, 1.29, -0.55], [0.80, 1.62, -0.92], [0.18, 0.16, 1.26], [-1.21, 1.74, -0.95]], "mulliken_charge": [0.28, -0.52, 0.01, 0.13, -0.16, 0.00, -0.39, 0.35, 0.31]}

Verdict on stability: c comes out on top.